Density functional theory data (ωB97M-V/def2-TZVPD) for a molecular structure, C39H48AlN4O6P3S2.

```
103
Properties=species:S:1:pos:R:3:forces:R:3:lowdin_charge:R:1
Al -0.069850 0.086115 -0.100288 -0.21 0.07 -0.01 -0.0246
C 2.496918 6.863315 -1.778369 0.00 0.01 -0.01 -0.0312
C 1.493227 5.874071 -1.262791 -0.01 -0.04 -0.01 -0.2488
C 1.576004 4.522945 -1.615137 0.00 0.05 0.01 -0.0238
C 0.682365 3.599107 -1.101513 0.00 -0.04 0.00 -0.0829
C -0.326145 4.017619 -0.236203 0.02 -0.04 -0.02 -0.2885
C -0.417690 5.351330 0.134618 -0.06 0.03 -0.05 -0.0274
C 0.487570 6.266838 -0.384172 -0.02 0.00 0.00 -0.0051
S -1.509973 2.859972 0.400619 -0.21 0.12 0.11 0.6466
O -2.219819 3.532765 1.437916 -0.04 0.00 0.01 -0.2366
O -2.299398 2.385114 -0.747909 -0.32 -0.25 0.04 -0.3320
N -0.732834 1.581467 0.888854 0.38 -0.21 -0.08 -0.1901
C 0.201085 1.837012 2.008866 -0.05 0.07 0.05 -0.0996
C 1.549441 1.205818 1.696538 0.03 -0.01 0.03 -0.5415
O 2.523622 1.387099 2.366819 0.03 0.02 -0.02 0.1363
O 1.518751 0.400075 0.629131 0.02 -0.03 -0.25 -0.0752
H 2.869197 6.579408 -2.761652 0.00 0.00 0.00 0.0838
H 3.353313 6.913300 -1.103156 0.00 0.00 0.00 0.0995
H 2.070652 7.862812 -1.842644 0.00 0.00 0.00 0.0876
H 2.373615 4.194481 -2.271123 0.00 0.00 0.00 0.1222
H 0.800286 2.547940 -1.344510 -0.01 0.00 0.02 0.0957
H -1.193641 5.661281 0.821600 0.02 0.00 0.01 0.1231
H 0.414049 7.306288 -0.090201 0.00 0.00 0.00 0.1284
H -0.172642 1.404045 2.939080 -0.01 0.00 0.00 0.1282
H 0.351922 2.902310 2.191466 0.01 0.00 0.00 0.1366
C 2.957443 -6.615280 3.710412 0.02 0.01 0.00 -0.4107
S 1.182511 -6.807591 3.955268 -0.01 -0.02 0.00 0.8203
C 0.592078 -6.276124 2.335829 0.02 0.00 -0.03 -0.5194
C 0.680224 -4.771489 2.115482 0.03 0.00 0.03 -0.2621
C 0.071195 -4.378780 0.779035 0.07 0.01 0.02 -0.2386
N 0.155372 -2.933453 0.481591 -0.15 0.09 0.08 -0.4075
P 1.099809 -2.226575 -0.746144 -0.03 -0.12 -0.01 1.0462
C 0.664541 -3.235688 -2.204545 -0.07 -0.05 0.02 -0.3389
C -0.612987 -3.795081 -2.305820 -0.01 0.02 -0.02 -0.0997
C -0.953432 -4.574462 -3.407086 -0.08 0.06 -0.07 -0.0884
C -0.041588 -4.754071 -4.444991 -0.06 0.01 0.03 -0.0790
C 1.218856 -4.176226 -4.361989 0.04 0.04 0.01 -0.0618
C 1.576924 -3.439061 -3.238956 0.01 0.04 -0.07 -0.0842
C 2.838407 -2.616621 -0.469251 0.01 -0.07 -0.01 -0.3479
C 3.297836 -3.934013 -0.355758 0.03 0.00 -0.05 -0.0903
C 4.639147 -4.185923 -0.133290 -0.01 0.01 0.00 -0.0575
C 5.538380 -3.128025 -0.040261 0.01 0.01 -0.01 -0.0514
C 5.094258 -1.822291 -0.166377 0.00 -0.01 0.02 -0.0514
C 3.745547 -1.562680 -0.375441 0.01 0.02 0.08 -0.0785
P -0.870531 -1.788765 1.194287 0.07 -0.05 -0.09 1.0196
C -2.544468 -2.426409 1.143699 -0.03 0.05 -0.05 -0.3416
C -3.002192 -3.361694 2.073161 -0.01 -0.03 -0.02 -0.0824
C -4.279248 -3.885388 1.950485 0.02 0.00 0.01 -0.0469
C -5.102693 -3.473091 0.910189 0.00 0.01 -0.01 -0.0482
C -4.656692 -2.533356 -0.009803 -0.01 0.00 0.01 -0.0583
C -3.377872 -2.010137 0.103546 0.00 0.04 0.04 -0.0847
C -0.418684 -1.523153 2.912176 -0.07 0.02 0.01 -0.3494
C 0.923964 -1.582145 3.284377 0.02 0.05 -0.02 -0.0944
C 1.301451 -1.202706 4.561892 0.01 0.01 -0.02 -0.0416
C 0.345429 -0.755639 5.464113 -0.01 0.01 0.00 -0.0430
C -0.990593 -0.681056 5.091539 0.01 0.00 0.01 -0.0541
C -1.377036 -1.057795 3.814737 0.00 -0.03 0.02 -0.0838
H 3.441139 -6.983211 4.613094 -0.01 0.00 0.00 0.0357
H 3.245055 -5.574233 3.568747 -0.01 0.00 0.00 0.0266
H 3.296953 -7.217909 2.868124 0.00 0.00 0.00 0.0381
H -0.446582 -6.609893 2.274197 0.00 0.01 0.02 0.0774
H 1.144518 -6.817251 1.561709 -0.01 0.00 0.00 0.0825
H 1.722700 -4.443504 2.148284 0.00 0.00 -0.01 0.0983
H 0.168042 -4.260921 2.933320 -0.02 0.00 0.00 0.0962
H -0.981173 -4.678113 0.741293 0.00 0.01 0.03 0.1131
H 0.566934 -4.913816 -0.032670 -0.02 0.00 0.00 0.1031
H -1.327381 -3.668461 -1.498234 0.02 0.00 -0.04 0.0984
H -1.916981 -5.071390 -3.439015 0.02 0.07 -0.02 0.1176
H -0.300652 -5.371917 -5.295126 0.00 -0.01 0.01 0.1152
H 1.940457 -4.334522 -5.152549 0.01 0.00 0.00 0.1162
H 2.581710 -3.040982 -3.158260 0.00 0.00 0.00 0.1151
H 2.616251 -4.769692 -0.453703 -0.01 0.00 -0.01 0.1017
H 4.988778 -5.205492 -0.039775 0.00 0.00 0.00 0.1140
H 6.587795 -3.327731 0.131082 0.00 0.00 0.00 0.1161
H 5.792598 -1.000364 -0.086198 0.00 0.00 0.00 0.1156
H 3.395104 -0.540937 -0.421184 -0.01 0.00 -0.02 0.0913
H -2.367514 -3.672541 2.894952 0.01 0.00 0.00 0.1150
H -4.635678 -4.608314 2.671727 0.00 0.00 0.00 0.1182
H -6.102685 -3.877203 0.825570 0.00 0.00 0.00 0.1169
H -5.312862 -2.193006 -0.799785 0.01 0.00 -0.01 0.1131
H -3.044299 -1.251177 -0.597971 0.01 -0.03 -0.02 0.0873
H 1.676195 -1.906173 2.574138 0.00 -0.01 0.00 0.1098
H 2.343638 -1.241710 4.847467 0.00 0.00 0.00 0.1210
H 0.643526 -0.458075 6.460436 0.00 0.00 0.00 0.1173
H -1.731971 -0.328116 5.795570 0.00 0.00 0.00 0.1165
H -2.419084 -0.988489 3.526959 0.01 0.00 -0.01 0.1139
N -1.664913 -1.481437 -4.850384 0.23 -0.23 -0.01 0.1646
C -0.657985 -0.451875 -4.424570 -0.03 -0.02 0.01 -0.1431
P -1.498628 0.511191 -3.074338 0.35 0.08 0.36 0.5405
O -2.923326 0.115647 -3.165271 -0.05 0.01 0.01 -0.2811
O -0.697195 0.223995 -1.801787 0.08 0.36 -0.17 -0.2516
C -1.240129 2.236995 -3.689754 0.09 -0.20 -0.05 -0.1786
N -2.076904 3.286411 -3.052142 -0.23 -0.03 -0.17 0.1464
H -1.395121 -2.405593 -4.485545 -0.15 -0.05 0.02 0.1209
H -1.751394 -1.555194 -5.862568 0.00 -0.02 -0.01 0.1731
H -2.575206 -1.190926 -4.430823 -0.03 -0.04 0.07 0.1260
H -0.409663 0.163951 -5.286570 0.02 0.03 0.04 0.1097
H 0.239050 -0.956125 -4.074550 0.01 -0.01 0.02 0.0964
H -1.493633 2.201172 -4.749013 0.07 0.00 -0.01 0.1085
H -0.188914 2.509711 -3.601796 -0.01 0.01 0.05 0.1054
H -2.882933 3.528330 -3.624773 0.00 0.01 -0.01 0.1705
H -1.528619 4.131130 -2.881043 -0.03 0.01 0.00 0.1556
H -2.406226 2.938055 -2.075361 0.31 0.26 0.17 0.0640
```
Forces are in eV/Å.

Computed properties:
E_LUMO	-4.97	eV
total charge	+2
spin multiplicity	1
HOMO-LUMO gap	7.0	eV

***

Density functional theory data (ωB97M-V/def2-TZVPD) for a molecular structure, C27H70MnN3O10S3 at a distorted geometry.

```
114
Properties=species:S:1:pos:R:3:forces:R:3:lowdin_charge:R:1
Mn 12.224900 -19.050060 11.898780 -0.17 -3.20 -0.23 1.1411
O 12.503990 -20.817510 10.995600 0.07 1.38 0.67 -0.3985
H 12.177370 -21.717600 10.801460 0.28 1.16 0.28 -0.0525
C 15.502460 -22.077210 16.629890 0.75 -0.95 -0.77 -0.0752
C 16.898940 -22.166140 16.012190 1.04 -0.33 -0.10 -0.2579
N 16.981760 -21.907350 14.575290 -0.58 0.91 -0.44 -0.1992
C 18.344860 -21.918460 14.048240 0.55 0.16 -0.70 -0.2597
C 18.956430 -23.300750 13.905750 -0.35 -0.80 0.37 -0.0821
C 16.012630 -22.662550 13.736900 0.24 2.41 0.47 -0.2102
C 15.899200 -21.963220 12.337450 -0.02 -1.46 0.61 -0.0756
H 14.985110 -21.247450 16.148280 -0.13 0.06 0.39 0.0426
H 15.548470 -22.017350 17.717270 -0.01 0.30 -0.14 0.0795
H 15.026340 -23.026750 16.385400 -0.58 0.19 0.07 0.0729
H 17.580190 -21.513230 16.557800 0.00 0.54 -0.33 0.1143
H 17.385840 -23.131220 16.152370 -0.50 -0.62 0.72 0.0986
H 19.015760 -21.311950 14.656630 -0.27 -0.06 0.59 0.1142
H 18.438540 -21.393340 13.097680 -0.66 0.05 -0.28 0.1022
H 18.736060 -23.764200 14.867390 0.74 -0.49 0.04 0.0617
H 20.012030 -23.347110 13.638060 0.09 0.39 0.49 0.0803
H 18.510200 -23.977360 13.176930 -0.50 0.35 -0.26 0.0612
H 16.239630 -23.728490 13.755160 -0.14 -0.22 -0.55 0.1095
H 15.044340 -22.487520 14.205800 -0.02 -0.45 0.20 0.0705
H 14.877850 -22.069350 11.971810 0.03 -0.29 -0.26 0.0380
H 16.074840 -20.887660 12.358000 0.42 -0.11 0.34 0.0700
H 16.590130 -22.485790 11.675920 -0.07 0.48 -0.38 0.0648
C 11.447940 -18.806100 16.385250 0.60 1.56 -0.99 -0.0247
C 11.473820 -18.653260 14.819060 -1.63 0.13 0.81 -0.2485
N 12.645950 -19.141920 14.118750 0.35 0.96 0.17 -0.2592
C 13.886280 -18.439310 14.606510 0.37 0.74 -0.98 -0.2066
C 13.833040 -16.898940 14.547280 -0.27 -0.57 0.41 -0.0658
C 12.774440 -20.571250 14.335940 1.03 -1.91 -0.31 -0.2578
C 11.491370 -21.420470 14.176790 0.58 1.20 -0.13 -0.0432
H 11.494990 -19.824080 16.772010 -0.04 0.18 -0.15 0.0826
H 10.630490 -18.225510 16.812810 -0.63 -0.56 -0.31 0.0841
H 12.251060 -18.182050 16.777240 0.56 -0.53 0.18 0.0648
H 10.620290 -19.192370 14.408020 -0.08 0.03 0.07 0.0763
H 11.331250 -17.631930 14.465980 -0.07 0.29 0.65 0.1135
H 14.116870 -18.675690 15.645290 -0.07 -0.56 -0.13 0.1209
H 14.685900 -18.778680 13.948070 0.19 -0.28 0.28 0.1188
H 14.814710 -16.453990 14.709900 0.11 -0.33 -0.02 0.0898
H 13.472670 -16.491430 13.602730 -0.24 -0.03 -0.05 0.0697
H 13.220260 -16.576010 15.388900 -0.20 0.42 -0.30 0.0723
H 13.209530 -20.846130 15.296790 -0.34 0.63 0.58 0.0999
H 13.616880 -20.868850 13.711580 -0.33 -0.42 -0.63 0.0932
H 10.867430 -21.164490 15.033100 -0.08 -0.75 0.15 0.0675
H 11.776110 -22.470050 14.103230 -0.22 0.09 0.24 0.0963
H 10.888670 -21.124420 13.318180 0.41 -0.32 -0.13 0.0237
C 14.682850 -24.126450 9.615420 0.59 0.43 -0.95 -0.0860
C 14.656090 -25.606530 9.236290 0.94 -1.14 1.47 -0.2092
N 15.616300 -26.453830 10.075310 -0.92 2.12 0.71 -0.1846
C 15.127940 -26.527980 11.509360 1.48 -0.28 -1.77 -0.2387
C 16.201720 -27.162240 12.395870 -1.32 -0.24 0.14 -0.0945
C 15.950100 -27.730210 9.467080 -1.28 -0.01 -0.23 -0.2444
C 14.693570 -28.623590 9.218830 0.36 -0.61 -0.05 -0.0795
H 13.732360 -23.688850 9.920670 -0.07 -0.26 0.43 0.0489
H 14.921740 -23.602470 8.689960 -0.03 0.30 -0.10 0.0637
H 15.501670 -23.845790 10.277880 -0.27 -0.30 0.28 0.0505
H 13.650250 -25.998220 9.387870 -0.27 -0.11 -0.30 0.0956
H 14.940140 -25.693480 8.187550 -0.04 -0.32 0.10 0.1148
H 15.002290 -25.542470 11.957810 -0.28 0.37 -0.69 0.0890
H 14.168350 -27.044970 11.513160 -0.16 -0.18 0.46 0.1023
H 17.169710 -26.677350 12.269480 -0.09 -0.08 -0.02 0.0770
H 15.794500 -26.988040 13.391830 0.53 -0.18 0.40 0.0667
H 16.254420 -28.241900 12.255650 0.30 0.06 0.00 0.0658
H 16.653880 -28.270420 10.100300 -0.13 0.02 0.14 0.0970
H 16.525670 -27.492800 8.572400 -0.28 -0.19 -0.32 0.1094
H 13.907250 -28.315760 8.529600 0.33 0.82 -0.11 0.0637
H 14.171120 -28.810630 10.157000 0.12 -0.03 0.16 0.0610
H 14.956400 -29.601840 8.816280 0.36 -0.14 0.17 0.0644
O 13.329060 -22.066540 6.263700 0.24 0.97 0.45 -0.2834
S 13.105300 -20.687040 6.628120 0.85 1.19 -1.55 0.6409
O 13.405510 -19.609870 5.654960 -1.38 -2.32 2.19 -0.2997
O 11.580970 -20.601950 7.119440 0.56 0.49 -0.77 -0.2620
C 11.047430 -21.622430 7.980480 -0.99 0.33 0.97 -0.2615
C 9.628750 -21.980600 7.551110 -0.23 -0.51 -1.12 -0.0571
C 13.975700 -20.206700 8.137540 -0.11 -0.93 -0.49 -0.1198
H 11.024620 -21.169720 8.971760 -0.02 0.17 0.12 0.0794
H 11.669890 -22.510450 8.090310 0.18 0.05 -0.60 0.1164
H 8.941370 -22.218230 8.362990 0.40 -0.22 0.19 0.0582
H 9.673050 -22.814860 6.851000 -0.03 -0.40 0.34 0.0843
H 9.089020 -21.265540 6.930240 0.50 0.79 0.29 0.0817
H 14.974060 -19.913510 7.812870 -0.16 0.23 0.12 0.0741
H 14.048230 -21.084130 8.780160 -0.09 0.08 0.05 0.0408
H 13.391220 -19.431980 8.633820 0.26 0.04 -0.25 0.0500
O 10.823960 -26.243800 10.915710 -1.86 2.02 -0.96 -0.2929
S 9.969280 -25.131510 10.488460 0.32 0.41 -0.06 0.7249
O 9.711280 -24.775870 9.078800 0.61 -0.89 2.78 -0.3020
O 8.501370 -25.341930 11.253650 1.61 -0.43 -1.03 -0.2553
C 7.414610 -24.555770 10.785570 -2.06 1.49 0.41 -0.2807
C 6.229690 -24.624980 11.821510 1.37 -0.35 -0.40 -0.0446
C 10.592570 -23.578040 11.393620 -0.43 -1.01 -0.27 -0.0912
H 7.009480 -24.721420 9.787310 0.55 -1.09 -0.12 0.1206
H 7.716470 -23.511380 10.706650 0.22 0.06 0.33 0.0684
H 5.415790 -23.949770 11.557400 0.27 0.22 -0.06 0.0767
H 6.674220 -24.373920 12.784560 -0.34 0.15 0.19 0.0599
H 5.780270 -25.613120 11.920050 0.27 -0.11 -0.19 0.0764
H 11.658520 -23.625460 11.616330 0.06 -0.54 -0.40 0.0545
H 10.093120 -23.579210 12.362460 -0.22 0.07 -0.17 0.0612
H 10.381660 -22.675990 10.819230 -0.32 -0.30 -0.05 0.0237
O 10.053230 -19.630480 11.831320 -2.36 -0.69 0.27 -0.3959
S 8.674970 -20.187160 11.927340 -1.30 1.56 1.52 0.7603
O 8.249040 -21.361040 11.214500 0.99 0.91 0.54 -0.2582
O 8.411330 -20.403170 13.587270 3.83 2.04 -3.63 -0.2836
C 7.220120 -20.953260 13.961000 -1.92 -0.80 1.52 -0.2939
C 7.202500 -20.763220 15.499710 0.05 -0.82 0.07 -0.0291
C 7.457530 -18.784330 11.552340 1.96 -0.48 0.82 -0.0480
H 7.244570 -21.994490 13.639510 -0.45 -0.22 0.41 0.1157
H 6.394470 -20.455040 13.452890 -0.28 0.04 0.16 0.1169
H 7.159290 -19.747890 15.893830 -0.22 0.20 -0.66 0.0825
H 8.132010 -21.163820 15.904220 0.15 -0.15 -0.16 0.0738
H 6.424480 -21.339620 16.000270 -0.21 0.04 -0.31 0.0856
H 7.972380 -18.232190 10.766100 -0.57 -0.39 -0.58 0.0694
H 7.529780 -18.095690 12.394160 -0.19 -0.31 0.31 0.0723
H 6.443150 -19.155380 11.405890 0.39 -0.02 -0.35 0.0791
```
Forces are in eV/Å.

Computed properties:
E_LUMO (alpha / beta)	-4.58 / -4.84	eV
total charge	+1
spin multiplicity	6
HOMO-LUMO gap (alpha / beta)	4.9 / 4.6	eV

***

- Number 1 is which compound?
  C39H48AlN4O6P3S2

***

- The lowest total charge belongs to which entry?
  C27H70MnN3O10S3

***

- The lowest total charge belongs to which entry?
  C27H70MnN3O10S3